71
Properties=species:S:1:pos:R:3:forces:R:3:mulliken_charge:R:1 method="wB97M-V/def2-TZVPD" e_homo_ev="-5.2 / -5.2" multiplicity=2 total_charge=-1 e_tot_ev=-124993.3774
Fe 0.0858 -0.1384 -0.6465 0.06 -0.62 -0.45 -0.7125
Cl 6.9839 2.4935 -1.1356 0.02 0.04 -0.01 -0.2645
C 5.4962 1.6043 -0.9607 -0.19 -0.15 0.04 0.1084
C 5.5118 0.3816 -0.2667 0.06 -0.07 0.05 -0.5814
C 4.3682 -0.3502 -0.1112 -0.14 0.17 -0.12 0.2960
Cl 4.4085 -1.8607 0.7358 0.05 -0.01 0.01 -0.2150
C 3.0879 0.0833 -0.6236 0.39 -0.21 0.13 -0.6099
O 2.0608 -0.6346 -0.4445 0.15 0.23 -0.07 -0.1680
C 3.1372 1.3227 -1.3243 -0.31 0.19 -0.17 1.3549
C 1.9531 1.8343 -1.9640 0.23 -0.31 0.12 -0.4571
O 0.8151 1.3864 -1.8704 -0.08 0.55 0.40 -0.5410
C 4.3257 2.0606 -1.4920 0.07 -0.12 0.08 -1.0090
H 6.4430 0.0138 0.1439 -0.02 -0.01 0.01 0.4414
H 2.1195 2.7000 -2.6198 -0.08 0.07 -0.10 0.3145
H 4.3007 2.9927 -2.0430 -0.03 0.01 -0.02 0.3881
F -0.5562 -0.2756 5.5066 0.00 0.00 -0.02 -0.3938
C -0.4487 -0.2237 4.1491 -0.05 -0.01 0.07 0.1005
C -1.5858 -0.0634 3.3894 0.01 0.00 0.05 -0.7448
C -1.4595 0.0063 2.0084 0.06 -0.08 -0.27 0.2504
C -0.2314 -0.0981 1.3303 0.15 0.31 0.69 0.1950
C 0.8776 -0.2856 2.1751 -0.05 0.05 -0.16 -0.2459
C 0.7879 -0.3407 3.5644 0.05 -0.01 0.00 -0.7191
H -2.5513 0.0100 3.8742 -0.01 0.01 0.00 0.4412
H -2.3736 0.1353 1.4446 -0.02 0.08 -0.06 0.5963
H 1.8614 -0.4111 1.7473 0.04 0.01 -0.03 0.1707
H 1.6674 -0.4808 4.1803 0.01 0.00 0.00 0.4701
C -0.1060 4.6753 -0.9891 0.03 0.01 -0.04 -0.8930
N -0.4881 4.3298 0.3643 -0.03 0.00 0.01 -0.0049
C 0.4252 4.9271 1.3120 0.06 0.03 0.04 -0.9771
C -0.5502 2.8828 0.5610 0.10 -0.02 0.05 -0.8238
C -1.6805 2.2164 -0.1997 0.00 0.01 -0.01 2.6349
C -2.8791 2.9241 -0.2712 -0.05 0.01 -0.02 -0.7354
C -4.0112 2.3790 -0.8562 0.02 0.00 0.00 -0.8731
C -3.9328 1.1038 -1.3903 -0.01 -0.04 -0.05 -1.0317
C -2.7355 0.4016 -1.3288 0.04 -0.03 0.06 0.2889
C -1.5812 0.9163 -0.7298 -0.28 -0.07 0.09 -0.7095
H -0.2027 5.7526 -1.1432 -0.02 -0.01 0.02 0.3796
H -0.7453 4.1585 -1.7038 -0.01 -0.01 0.01 0.3144
H 0.9418 4.4016 -1.2020 0.03 -0.03 -0.02 0.1941
H 0.4486 6.0107 1.1780 -0.02 0.00 -0.01 0.3392
H 1.4582 4.5505 1.1963 0.00 0.00 0.00 0.3023
H 0.1039 4.7124 2.3320 -0.01 -0.01 -0.01 0.3100
H -0.7050 2.7115 1.6312 -0.01 -0.03 -0.01 0.4496
H 0.4170 2.4127 0.3264 -0.06 0.02 -0.02 0.0627
H -2.9118 3.9220 0.1497 0.01 0.00 0.01 0.4470
H -4.9356 2.9427 -0.8954 -0.01 0.01 0.00 0.3840
H -4.7974 0.6539 -1.8679 -0.01 0.00 -0.01 0.4527
H -2.6885 -0.5841 -1.7723 0.01 0.03 -0.02 0.3948
C -4.4820 -2.0422 0.8828 -0.09 -0.03 -0.05 -1.0640
S -2.8316 -2.7059 0.6359 0.12 -0.14 0.16 1.0996
C -3.0919 -3.3557 -1.0155 -0.10 -0.01 -0.05 -1.0985
O -2.7281 -3.9049 1.5273 -0.03 0.08 -0.09 -0.7915
H -5.2259 -2.8164 0.6934 0.00 -0.02 0.01 0.4523
H -4.6268 -1.1788 0.2336 0.02 0.01 -0.03 0.1756
H -4.5286 -1.7264 1.9233 0.01 0.01 0.02 0.3146
H -3.3454 -2.5485 -1.7003 -0.02 -0.01 0.00 0.2794
H -3.8807 -4.1069 -0.9678 -0.01 -0.01 -0.01 0.5153
H -2.1550 -3.8062 -1.3351 0.02 -0.02 0.03 0.1629
C 2.3628 -5.5214 -1.9204 0.01 -0.02 0.01 -1.3589
C 1.5447 -4.3768 -1.3956 0.11 -0.16 0.17 0.9317
C 1.3455 -4.2260 -0.0177 -0.10 0.05 -0.10 -1.3487
C 0.5968 -3.1463 0.3849 -0.23 -0.05 0.07 -0.0068
N 0.0701 -2.3053 -0.5029 0.17 0.45 0.14 0.2687
C 0.3484 -2.4899 -1.8047 0.04 -0.17 -0.19 0.5139
S -0.2220 -1.1939 -2.7719 0.03 -0.08 -0.33 -0.5427
N 1.0608 -3.5258 -2.2834 -0.16 0.10 -0.04 -0.6894
H 2.0286 -6.4661 -1.4889 0.00 -0.01 -0.01 0.3419
H 3.4108 -5.3873 -1.6439 0.00 0.02 0.00 0.2849
H 2.2905 -5.5642 -3.0041 -0.02 0.00 -0.01 0.3680
H 1.7575 -4.9234 0.6965 0.01 -0.02 0.00 0.3550
H 0.3724 -2.9452 1.4262 0.06 0.05 0.01 0.4654

8
Properties=species:S:1:pos:R:3:forces:R:3:mulliken_charge:R:1 method="wB97M-V/def2-TZVPD" smiles=F[C@H](Cl)[C@H](F)Cl e_homo_ev=-11.4 multiplicity=1 total_charge=0 e_tot_ev=-32585.5359
F 0.6257 -1.2407 -1.0301 -0.24 -0.37 -0.51 -0.2420
C 0.1229 -0.7644 0.1452 -1.42 1.71 -2.15 0.0182
Cl -1.4270 -1.5070 0.5312 -0.35 0.03 -0.25 -0.1376
C 0.0965 0.8476 -0.0914 1.41 -1.61 -0.35 0.2269
F 0.5789 1.4420 1.0531 -0.52 -0.04 -0.70 -0.2230
Cl -1.5384 1.3890 -0.5038 0.79 0.24 0.12 -0.1275
H 0.6967 -1.1970 0.8763 1.97 0.16 2.06 0.2545
H 0.8446 1.0304 -0.9805 -1.63 -0.11 1.79 0.2306

84
Properties=species:S:1:pos:R:3:forces:R:3:mulliken_charge:R:1 method="wB97M-V/def2-TZVPD" e_homo_ev="-13.3 / -13.3" multiplicity=4 total_charge=+2 e_tot_ev=-57706.1443
Re 1.1586 1.7938 -0.1503 -3.33 -3.68 -6.64 -0.3693
C 1.4553 1.3332 1.8495 0.61 -0.26 2.63 0.8818
C 2.5623 2.0905 1.3692 1.68 1.48 1.74 0.3724
C 0.6697 3.3949 1.0967 0.69 1.09 0.94 0.5740
C 0.2700 2.1437 1.7014 -0.27 0.63 1.22 1.0354
C 2.0885 3.3582 0.9057 0.67 0.93 1.78 0.6132
C 1.5944 0.0935 2.6947 0.14 -0.38 -0.45 -1.1891
H 2.6586 -0.0964 2.8974 -0.38 -0.03 -0.09 0.4601
H 1.1624 -0.7713 2.1915 0.03 -0.07 0.07 -0.2061
H 1.0811 0.1687 3.6587 0.04 0.35 -0.22 0.3550
C -1.0989 1.9764 2.3113 -0.01 -0.49 -0.07 -1.3859
H -1.3232 0.9354 2.5863 0.04 0.24 -0.13 0.0267
H -1.8603 2.3338 1.6141 -0.05 -0.10 0.11 0.4988
H -1.1840 2.5946 3.2311 0.27 -0.29 -0.55 0.3192
C -0.1091 4.6574 1.0401 -0.61 0.22 -0.20 -1.6138
H 0.2060 5.3345 1.8514 -0.07 -0.34 -0.19 0.3367
H -1.1890 4.4777 1.1479 0.40 0.14 -0.13 0.4254
H 0.0839 5.1733 0.1017 -0.17 0.14 -0.05 0.3743
C 2.9251 4.5303 0.5036 -0.40 0.19 -0.48 -1.4569
H 2.9253 5.3088 1.2878 -0.04 -0.47 -0.18 0.3246
H 2.5026 4.9916 -0.3939 0.14 0.09 0.05 0.3308
H 3.9463 4.2406 0.2901 0.12 0.08 0.00 0.3980
C 4.0401 1.7803 1.4321 0.19 -0.39 -0.43 -1.7306
H 4.5046 2.0971 2.3945 -0.61 -0.22 -0.51 0.3115
H 4.5700 2.3352 0.6363 -0.21 -0.39 0.37 0.4788
H 4.2373 0.7063 1.2826 0.00 0.39 0.15 0.4414
C -1.0439 -2.6700 0.5125 -0.72 -2.08 0.83 -0.2585
C 0.1895 -3.0968 0.8212 -0.05 0.16 0.78 -0.7726
C 1.4892 -2.7424 0.1563 0.02 0.18 -0.41 -0.7419
C 1.2514 -1.9262 -1.1573 2.04 -1.29 0.04 -1.5067
C 0.6439 -0.5815 -1.0607 -1.15 2.38 0.70 2.0601
C -0.6426 -0.0751 -1.1079 2.72 1.45 1.87 0.7250
C -1.9016 -0.6772 -0.6787 -0.78 -0.56 -0.56 -1.0596
C -1.7299 -2.1969 -0.7345 -0.51 0.28 0.08 -0.6975
H 2.1583 -3.6252 -0.0353 -0.81 0.71 -0.03 0.5588
H 0.7715 -2.5661 -1.9203 -0.03 0.51 0.67 -0.1951
H 2.0751 -2.1053 0.8520 -0.25 -0.33 -0.26 0.2849
H -1.2156 -2.5045 -1.6516 -0.25 0.12 0.22 0.2460
H -1.8184 -2.9873 1.2432 0.63 0.31 -0.32 0.5083
H 0.2622 -3.6754 1.7714 0.13 0.66 -0.78 0.3704
H -2.7413 -2.6364 -0.7521 0.51 -0.04 -0.03 0.5077
H -2.1511 -0.3626 0.3434 0.21 -0.01 0.02 0.2174
H -0.7107 1.0287 -1.3355 -0.06 -0.77 -0.08 -0.2711
H -2.7551 -0.3040 -1.2755 0.46 -0.22 -0.06 0.4335
H 2.2752 -1.7519 -1.5846 -0.79 -0.20 0.26 0.6671
H 1.4677 0.1867 -1.3519 -0.60 -0.54 -0.32 -0.3959
P -0.1281 -0.9768 -3.7714 0.39 -0.70 -2.03 0.8448
P 0.6634 2.1906 -3.0853 0.46 1.51 -3.46 0.9674
C 0.3316 0.0922 -5.1854 -0.10 0.30 -0.12 -1.0967
C 0.0123 1.5434 -4.8549 -0.51 -0.97 0.45 -1.2840
H -0.2596 -0.2539 -6.0551 0.42 0.30 0.16 0.5584
H 1.4064 -0.0527 -5.4097 -0.49 0.12 0.12 0.4328
H 0.4416 2.2081 -5.6320 -0.18 -0.10 0.84 0.6970
H -1.0850 1.7061 -4.8387 0.54 -0.11 0.03 0.4976
C -0.1134 3.7865 -3.6105 -0.43 0.46 1.02 -1.3774
H 0.2110 4.5881 -2.9479 -0.15 0.20 -0.04 0.3934
H -1.2079 3.6925 -3.5605 0.29 0.19 0.05 0.4078
H 0.1694 4.0378 -4.6437 -0.02 -0.19 0.50 0.4398
C 2.3103 2.6252 -3.8227 0.37 -0.31 0.73 -1.3842
H 2.1771 2.9469 -4.8749 0.17 -0.16 0.77 0.4789
H 2.9719 1.7419 -3.7708 -0.03 0.54 -0.10 0.3434
H 2.7120 3.4482 -3.2080 0.22 -0.32 -0.39 0.4267
C -1.8247 -1.4170 -4.2628 -0.72 -0.10 -0.20 -1.6146
H -2.2110 -2.2650 -3.6764 0.14 0.31 -0.13 0.3613
H -1.7804 -1.7370 -5.3178 -0.28 0.19 0.36 0.5383
H -2.5261 -0.5791 -4.1549 0.11 -0.20 -0.05 0.3603
C 0.6381 -2.4946 -4.4756 -0.14 -0.34 0.34 -1.5519
H 1.6905 -2.3381 -4.7226 -0.10 -0.05 0.05 0.4121
H 0.0630 -2.7549 -5.3737 0.40 -0.15 0.13 0.4884
H 0.5637 -3.3082 -3.7423 0.03 -0.05 -0.42 0.4319
O -0.3779 -2.1229 3.7266 1.10 0.07 -0.02 -0.3401
C -1.6171 -1.9446 3.8094 -4.68 1.09 -0.57 0.7902
O -2.3510 -1.0733 3.2605 2.50 -1.16 0.52 -0.6834
C -2.3583 -2.9627 4.6849 -0.30 -0.81 1.30 0.3398
C -1.6913 -4.0102 5.3459 -0.23 0.03 0.16 -0.1601
C -2.3581 -4.8276 6.2729 -0.72 0.69 -0.42 -0.7663
C -3.7297 -4.6067 6.5525 1.23 0.16 -0.42 -0.3860
C -4.3932 -3.5586 5.9156 0.53 -0.03 -0.43 -0.5756
C -3.7295 -2.7545 4.9807 0.53 0.28 -0.09 -0.2517
H -0.6345 -4.1627 5.1485 -0.10 -0.10 0.11 0.3804
H -1.8062 -5.5999 6.7928 -0.08 -0.03 -0.08 0.3955
H -4.2393 -5.2364 7.2721 0.02 0.09 -0.04 0.4057
H -5.4307 -3.3508 6.1440 0.02 -0.03 -0.08 0.4032
H -4.2604 -1.9316 4.5058 0.18 -0.19 0.10 0.3903

For each record above, in turn, the calculated energy above the lowest of the compared OMol25 structures with the same formula, charge and spin values are 0.0, 15.9, 45.7 kcal per mole.
For each record above, in turn, the calculated F_max values are 0.0151, 0.0601, 0.1612 Eh/bohr.